No. 1
The following is a DFT calculation (ωB97M-V/def2-TZVPD) of a 9-piece molecular cluster, C37H61FN12O6PS2 overall.

Output
Energy above the lowest of the compared OMol25 structures with the same formula, charge and spin = 119.5 kJ/mol
Kohn-Sham gap = 0.24740 Ha
Calculated total energy = -103185.733 eV
Net charge = +1
E_LUMO = -3.781 eV
HOMO level = -10.51 eV

CARTESIAN COORDINATES (ANGSTROEM)
C -6.200 0.492 1.383
C -5.097 -0.616 1.600
P -3.661 -0.054 0.569
C -3.266 1.685 1.132
C -2.088 -1.037 0.939
C -2.215 -2.104 2.053
O -2.651 -1.549 3.331
C -3.427 -2.456 3.884
N -4.348 -3.034 4.162
C -0.869 -2.846 2.331
N 0.070 -2.789 1.179
S 1.172 -1.455 1.346
C 2.884 -2.017 1.055
C 3.872 -1.163 1.898
O 3.823 -1.193 3.057
O 4.790 -0.439 1.212
C 4.681 0.962 1.521
C 4.050 1.805 0.380
C 3.362 3.030 1.027
O 3.111 1.042 -0.421
C 2.839 1.764 -1.563
O 3.605 1.851 -2.429
C 1.473 2.465 -1.704
S 0.216 1.950 -0.469
C -0.669 -2.737 -0.019
N -0.498 -3.609 -0.947
C 0.417 -4.761 -0.888
C 1.175 -4.857 -2.246
C 2.170 -3.638 -2.329
C 1.514 -2.413 -3.046
C 2.538 -1.445 -3.709
O 2.321 -1.469 -5.128
C 1.340 -0.488 -5.440
N -1.638 -1.750 -0.293
F -2.788 -2.378 -0.789
H -6.059 1.331 2.079
H -7.209 0.072 1.378
H -5.999 0.909 0.381
H -5.474 -1.555 1.169
H -4.915 -0.665 2.683
H -3.509 1.848 2.195
H -3.776 2.409 0.489
H -2.181 1.844 0.999
H -1.297 -0.326 1.234
H -2.941 -2.869 1.733
H -1.086 -3.901 2.579
H -0.344 -2.418 3.197
H 3.060 -3.094 1.194
H 3.121 -1.796 0.000
H 5.701 1.352 1.658
H 4.072 1.116 2.425
H 4.862 2.125 -0.298
H 3.003 3.771 0.309
H 2.517 2.673 1.628
H 4.127 3.533 1.645
H 1.658 3.545 -1.581
H 1.068 2.310 -2.712
H 0.877 1.363 0.559
H -1.039 -3.517 -1.805
H -0.230 -5.659 -0.853
H 1.079 -4.754 -0.021
H 0.499 -4.776 -3.109
H 1.813 -5.748 -2.269
H 2.347 -3.337 -1.282
H 3.145 -3.920 -2.739
H 0.780 -2.784 -3.781
H 0.977 -1.831 -2.270
H 2.301 -0.432 -3.358
H 3.576 -1.683 -3.438
H 0.551 -0.416 -4.666
H 1.786 0.517 -5.557
H 0.839 -0.740 -6.388
C 3.388 6.995 2.624
C 2.494 5.937 2.126
N 1.804 5.119 1.740
H 3.054 7.326 3.606
H 4.399 6.618 2.704
H 3.376 7.842 1.940
C -3.983 5.200 -1.845
C -4.387 3.790 -1.936
N -4.703 2.700 -2.007
H -4.719 5.828 -2.345
H -3.913 5.497 -0.799
H -3.014 5.339 -2.321
C -2.778 -0.867 6.992
C -2.254 0.317 7.688
N -1.848 1.232 8.225
H -2.677 -0.737 5.916
H -2.223 -1.752 7.299
H -3.830 -1.006 7.237
C -8.426 3.815 3.372
C -7.064 4.088 2.890
N -6.012 4.312 2.519
H -8.481 2.804 3.771
H -8.688 4.523 4.156
H -9.133 3.913 2.550
C 7.714 6.852 1.344
C 6.854 7.434 2.385
N 6.188 7.886 3.188
H 7.627 7.431 0.427
H 8.751 6.862 1.675
H 7.413 5.824 1.148
C 3.929 -7.749 -0.373
C 4.149 -6.655 -1.331
N 4.320 -5.814 -2.077
H 3.731 -8.675 -0.909
H 4.814 -7.879 0.248
H 3.077 -7.518 0.266
C -7.005 -0.614 -3.329
C -7.465 0.049 -2.102
N -7.822 0.567 -1.156
H -7.593 -0.271 -4.178
H -5.956 -0.378 -3.502
H -7.118 -1.693 -3.230
C 4.266 -3.531 -6.753
C 3.709 -4.880 -6.932
N 3.274 -5.921 -7.070
H 4.845 -3.490 -5.832
H 4.914 -3.282 -7.592
H 3.459 -2.804 -6.696

No. 2
The following is a DFT calculation (ωB97M-V/def2-TZVPD) of C4H3KLiO5 as an isolated structure.

Output
Kohn-Sham gap (spin up / spin down) = 0.23566 / 0.23563 Ha
Calculated total energy = -30956.687 eV
Net charge = +1
E_LUMO (spin up / spin down) = -3.735 / -3.735 eV
HOMO level (spin up / spin down) = -10.15 / -10.15 eV

CARTESIAN COORDINATES (ANGSTROEM)
C -1.965 -0.935 -0.054
C -2.638 -1.784 0.826
H -3.725 -1.766 0.903
H -2.173 -0.358 1.124
O -2.044 -3.059 1.008
C -2.747 -4.036 1.588
O -3.929 -4.018 1.796
O -1.929 -5.059 1.771
H -2.408 -5.808 2.150
O -0.700 -1.074 -0.328
K 1.619 1.145 -0.777
Li -0.282 -3.050 0.075
C 3.753 3.093 -2.319
O 4.538 3.752 -2.779

No. 3
The following is a DFT calculation (ωB97M-V/def2-TZVPD) of C29H41N3O5S3SiY as an isolated structure.

Output
Energy above the lowest of the compared OMol25 structures with the same formula, charge and spin = 62.1 kJ/mol
Kohn-Sham gap = 0.28708 Ha
Calculated total energy = -86868.791 eV
Net charge = +1
E_LUMO = -2.199 eV
HOMO level = -10.01 eV

CARTESIAN COORDINATES (ANGSTROEM)
Y 0.010 -1.759 -0.507
C 1.421 1.386 -1.739
C 0.255 1.018 -2.600
O -0.702 0.377 -1.740
C -2.017 0.309 -2.294
C -2.934 0.089 -1.135
O -2.495 -1.106 -0.486
C -3.134 -1.291 0.793
C -2.390 -0.540 1.862
O -1.065 -1.058 1.848
C -0.231 -0.469 2.846
C 1.162 -0.961 2.590
O 1.434 -0.617 1.222
C 2.805 -0.692 0.820
C 2.956 0.355 -0.250
O 1.879 0.174 -1.158
H 1.114 2.075 -0.948
H 2.202 1.851 -2.350
H 0.543 0.335 -3.398
H -0.185 1.918 -3.035
H -2.080 -0.513 -3.015
H -2.269 1.241 -2.804
H -3.968 -0.027 -1.473
H -2.873 0.932 -0.441
H -3.102 -2.353 0.996
H -4.180 -0.985 0.736
H -2.871 -0.727 2.828
H -2.362 0.541 1.689
H -0.564 -0.755 3.848
H -0.281 0.617 2.738
H 1.237 -2.040 2.714
H 1.870 -0.458 3.254
H 3.037 -1.699 0.458
H 3.463 -0.467 1.662
H 3.916 0.257 -0.764
H 2.890 1.352 0.197
N 0.090 2.580 1.312
C 0.908 3.280 1.719
C 1.943 4.156 2.209
C 2.884 3.665 3.112
C 3.885 4.504 3.571
C 3.942 5.820 3.131
C 3.000 6.305 2.233
C 1.995 5.475 1.767
H 2.822 2.641 3.454
H 4.616 4.134 4.277
H 4.725 6.473 3.493
H 3.047 7.332 1.899
H 1.252 5.842 1.072
S -4.750 -4.870 2.887
C -3.371 -4.681 2.010
S -1.805 -4.447 2.738
C -1.089 -4.199 1.184
N -1.922 -4.291 0.195
N -3.192 -4.599 0.662
C -4.216 -4.777 -0.327
C -4.269 -3.900 -1.398
C -5.237 -4.073 -2.374
C -6.147 -5.116 -2.276
C -6.078 -5.991 -1.202
C -5.111 -5.830 -0.222
S 0.615 -3.883 0.997
H -3.550 -3.098 -1.469
H -5.277 -3.393 -3.215
H -6.904 -5.250 -3.037
H -6.775 -6.814 -1.126
H -5.050 -6.516 0.609
C 0.285 -1.724 -4.921
Si 0.549 -3.176 -3.748
C 1.540 -4.451 -4.684
C -1.146 -3.854 -3.303
C 1.364 -2.626 -2.180
H 0.081 -2.092 -5.929
H 1.178 -1.095 -4.986
H -0.563 -1.093 -4.643
H 1.063 -4.717 -5.630
H 1.664 -5.368 -4.103
H 2.535 -4.061 -4.909
H -1.684 -4.248 -4.169
H -1.788 -3.072 -2.873
H -1.072 -4.660 -2.569
H 2.170 -1.927 -2.429
H 1.832 -3.512 -1.731

No. 4
The following is a DFT calculation (ωB97M-V/def2-TZVPD) of C7H14ClMgO12P as an isolated structure.

Output
Energy above the lowest of the compared OMol25 structures with the same formula, charge and spin = 0.0 kJ/mol
Kohn-Sham gap = 0.35276 Ha
Calculated total energy = -59309.703 eV
E_LUMO = 0.182 eV
HOMO level = -9.42 eV

CARTESIAN COORDINATES (ANGSTROEM)
Mg 0.205 0.402 0.863
O -1.085 3.258 3.555
C -0.678 2.587 2.490
O 0.132 1.688 2.544
C -1.291 3.096 1.211
O -0.904 2.294 0.117
C -2.023 1.653 -0.532
C -2.533 0.444 0.269
O -3.629 0.003 -0.021
O -1.694 0.002 1.137
H -0.629 2.891 4.330
H -2.375 3.135 1.331
H -0.928 4.117 1.063
H -2.822 2.370 -0.715
H -1.647 1.303 -1.495
O 3.952 0.014 0.444
Cl 2.831 0.653 1.019
O 3.182 1.719 1.886
O 1.961 -0.332 1.728
O 1.898 1.153 -0.043
C -2.001 -2.722 -1.155
O -0.579 -2.867 -0.982
P 0.403 -1.614 -0.978
O 1.823 -2.351 -0.930
C 2.181 -3.157 0.199
O 0.356 -1.157 -2.513
C 1.343 -0.263 -3.052
H -2.415 -3.725 -1.115
H -2.214 -2.283 -2.130
H -2.432 -2.115 -0.363
H 3.266 -3.215 0.217
H 1.750 -4.150 0.087
H 1.837 -2.708 1.132
H 1.922 -0.806 -3.796
H 2.011 0.113 -2.279
H 0.827 0.571 -3.525

No. 5
The following is a DFT calculation (ωB97M-V/def2-TZVPD) of one molecule with the formula C7H12N2O2.

Output
Energy above the lowest of the compared OMol25 structures with the same formula, charge and spin = 910.0 kJ/mol
Kohn-Sham gap = 0.23563 Ha
Calculated total energy = -14520.359 eV
E_LUMO = -0.646 eV
HOMO level = -7.06 eV

CARTESIAN COORDINATES (ANGSTROEM)
C -1.568 -0.847 -0.426
C -0.892 -1.186 0.899
C 0.312 -1.942 0.546
C 0.673 -1.131 -0.687
C -0.326 1.040 -0.137
C -0.600 0.367 1.306
C 0.840 1.745 -0.149
H 2.289 2.561 -0.461
H -2.111 -1.719 -1.105
H -2.492 -0.025 -0.210
H -1.591 -1.772 1.425
H 0.254 -2.940 0.114
H 1.343 -1.811 1.141
H 1.676 -0.476 -0.577
H 0.879 -1.555 -1.831
H -0.592 -0.333 -2.230
H -1.305 1.722 -0.427
H -1.766 0.872 1.399
H 0.015 0.850 2.074
N 1.426 2.087 0.988
N -0.447 -0.209 -1.018
O 2.583 2.871 0.639
O 1.400 1.830 -1.274

Which of these has the lowest calculated total energy?
C37H61FN12O6PS2

Among the records above, which one has the lowest calculated total energy?
C37H61FN12O6PS2